<P>
DFT (the ωB97M-V functional and the def2-TZVPD basis) results for a molecular structure, C3H12N2.

```
! RIJCOSX wB97M-V def2-TZVPD def2/J DEFGRID3
* xyz 2 1
C 0.6318 -1.1550 0.4584
C 0.3023 0.2154 -0.0199
C -1.0795 0.7220 0.6351
N -1.0113 2.2518 0.5263
N 0.9521 -2.0361 -1.1756
H 1.5453 -1.3600 1.0049
H -0.1982 -1.8532 0.4979
H 1.0197 0.9774 0.3214
H 0.3359 0.4521 -1.0831
H -0.9641 0.4668 1.6814
H -1.9321 0.3392 0.0900
H -0.3271 2.5072 -0.1884
H -0.6124 2.6111 1.3958
H -1.9288 2.6349 0.2886
H 1.7219 -1.6182 -1.7043
H 1.3713 -2.9356 -0.9205
H 0.1731 -2.2200 -1.8078
*
```

## Properties
- LUMO energy (eV) = -8.17
- HOMO (eV) = -21.42

<Q>
DFT (the ωB97M-V functional and the def2-TZVPD basis) results for 2 unconnected molecules or ions with the total composition C3H12N2.

```
! RIJCOSX wB97M-V def2-TZVPD def2/J DEFGRID3
* xyz 2 1
C 0.3963 -0.1825 -0.3945
C -0.0563 0.7130 0.6975
C -1.5166 0.1322 0.8553
N -1.3748 -1.2358 0.4842
N 2.1054 0.9040 -1.0688
H 1.0919 -1.0061 -0.4083
H -0.2543 -0.1313 -1.2670
H 0.4649 0.6058 1.6461
H -0.1834 1.7333 0.4418
H -2.1912 0.6670 0.2661
H -1.6788 0.0207 1.9470
H -1.9901 -1.9817 0.8809
H -0.5277 -1.7833 0.5292
H -1.4324 -1.5464 -0.5469
H 1.9256 1.8591 -1.4695
H 3.0992 0.9306 -0.6833
H 2.1222 0.3013 -1.9098
*
```

## Properties
- LUMO energy (eV) = -9.99
- HOMO (eV) = -21.01

Stability ranking, top and bottom: <P> is the most stable and <Q> is the least stable.

<P>
DFT (the ωB97M-V functional and the def2-TZVPD basis) results for C3H6N2 in the gas phase.

```
! RIJCOSX wB97M-V def2-TZVPD def2/J DEFGRID3
* xyz 0 1
C 0.0711 0.3948 -0.0832
C -1.2616 -0.3202 0.0534
C -2.4873 0.1305 0.0529
H 2.4741 0.8818 0.7117
H 3.0774 -0.7671 -0.1205
H 0.1937 1.4557 -0.2185
H -1.2007 -1.4192 0.1745
H -3.3055 -0.5742 -0.1647
H -2.6965 1.2163 -0.0764
N 2.3021 0.1233 -0.0216
N 1.0584 -0.4124 -0.0419
*
```

## Properties
- LUMO energy (eV) = 0.98
- HOMO (eV) = -8.33

<Q>
DFT (the ωB97M-V functional and the def2-TZVPD basis) results for 2 unconnected molecules or ions with the total composition C3H6N2.

```
! RIJCOSX wB97M-V def2-TZVPD def2/J DEFGRID3
* xyz 0 1
C -3.5115 -0.2504 -0.1263
C -2.6002 0.5351 -0.1150
C 2.0133 0.4030 -0.0397
H -4.3301 -0.9414 -0.1728
H -1.7579 1.2172 -0.0710
H 0.8665 -1.2823 0.1607
H 0.1971 0.1753 0.7638
H 1.8564 1.4740 0.0091
H 3.2575 -1.0457 -0.2651
N 0.7990 -0.2711 0.0756
N 3.2099 -0.0136 -0.2192
*
```

## Properties
- LUMO energy (eV) = 0.87
- HOMO (eV) = -9.68

<R>
DFT (the ωB97M-V functional and the def2-TZVPD basis) results for C3H6N2 in the gas phase.

```
! RIJCOSX wB97M-V def2-TZVPD def2/J DEFGRID3
* xyz 0 1
C -1.0726 -0.5935 -0.4745
C 1.0841 0.1502 -0.3604
C 0.2607 1.0503 0.4388
H 0.0967 -1.4762 1.0922
H -2.0733 -0.5679 -0.9248
H 1.7829 0.5845 -1.1039
H 1.1042 -0.9321 -0.0424
H -0.5047 0.7348 1.3459
H 0.4816 2.0922 0.3775
N -0.7802 -1.5828 0.4061
N -0.3795 0.5404 -0.7546
*
```

## Properties
- LUMO energy (eV) = 1.07
- HOMO (eV) = -9.80

Stability ranking, top and bottom: <Q> is the most stable and <R> is the least stable.

<P>
DFT (the ωB97M-V functional and the def2-TZVPD basis) results for C3H6N2 in the gas phase.

```
! RIJCOSX wB97M-V def2-TZVPD def2/J DEFGRID3
* xyz 0 1
C -1.4107 -0.7380 -0.0925
C 0.0244 -0.5988 -0.5289
N 1.4001 1.4500 0.3520
C 0.9690 0.1803 0.1973
N 1.2103 -1.0533 0.3273
H -1.7816 -1.7455 -0.2898
H -1.5163 -0.5146 0.9740
H -2.0545 -0.0342 -0.6412
H 0.1900 -0.6414 -1.6090
H 2.3192 1.6130 0.7257
H 0.6501 2.0824 0.5852
*
```

## Properties
- LUMO energy (eV) = 0.86
- HOMO (eV) = -9.19

<Q>
DFT (the ωB97M-V functional and the def2-TZVPD basis) results for C3H6N2 in the gas phase.

```
! RIJCOSX wB97M-V def2-TZVPD def2/J DEFGRID3
* xyz 0 1
C -1.7238 0.0135 0.2363
C 0.5445 0.2971 -0.5154
C 1.9143 0.0364 0.0386
N -0.4012 0.5654 0.4826
N 0.7395 -0.5988 0.6175
H 0.2674 -0.1401 -1.4699
H -2.0349 -0.6033 1.0876
H -1.8086 -0.6068 -0.6660
H -2.4417 0.8348 0.1556
H 2.4173 0.7873 0.6376
H 2.5274 -0.5854 -0.6045
*
```

## Properties
- LUMO energy (eV) = 1.25
- HOMO (eV) = -8.95

<R>
DFT (the ωB97M-V functional and the def2-TZVPD basis) results for C3H6N2 in the gas phase.

```
! RIJCOSX wB97M-V def2-TZVPD def2/J DEFGRID3
* xyz 0 1
C -0.5645 -1.7429 0.5985
C 1.0292 1.0279 -0.4260
C -0.4380 0.9621 -0.3316
N 0.4821 -1.0401 0.6737
N 0.3536 0.4080 0.7487
H -0.4403 -2.7532 0.5321
H -1.6373 -1.6131 0.5430
H 1.6107 0.4935 -1.0534
H 1.4558 1.9871 -0.0860
H -0.9879 1.9915 -0.1817
H -0.8634 0.2792 -1.0173
*
```

## Properties
- LUMO energy (eV) = 1.16
- HOMO (eV) = -9.42

<S>
DFT (the ωB97M-V functional and the def2-TZVPD basis) results for C3H6N2 in the gas phase.

```
! RIJCOSX wB97M-V def2-TZVPD def2/J DEFGRID3
* xyz 0 1
C -1.8720 -0.5557 0.6693
C -0.9010 -0.5172 -0.2255
C 1.3499 0.4151 -0.7414
H -2.8986 -0.6438 0.3300
H -1.6562 -0.3357 1.7135
H -1.1419 -0.4852 -1.3758
H 0.7184 -0.3562 1.1004
H 1.0529 0.3455 -1.7779
H 2.4917 1.2089 0.6433
N 0.4884 -0.2678 0.0636
N 2.3686 1.1921 -0.3995
*
```

## Properties
- LUMO energy (eV) = 1.09
- HOMO (eV) = -8.75

Stability ranking, top and bottom: <S> is the most stable and <Q> is the least stable.

<P>
DFT (the ωB97M-V functional and the def2-TZVPD basis) results for C3H6N2 in the gas phase.

```
! RIJCOSX wB97M-V def2-TZVPD def2/J DEFGRID3
* xyz 0 1
C -0.8763 0.3476 -0.7669
C -0.1529 1.2400 0.3398
C 0.9351 0.2172 0.7422
H -0.6482 0.6831 -1.7809
H -2.1060 0.4798 -0.8938
H -0.7667 1.4460 1.2543
H 0.2462 2.2171 0.0657
H 1.7113 0.4633 1.4263
H -1.0452 -1.9687 -0.4629
N 0.7907 -1.0069 0.2592
N -0.3375 -1.0145 -0.4734
*
```

## Properties
- LUMO energy (eV) = 1.08
- HOMO (eV) = -7.89

<Q>
DFT (the ωB97M-V functional and the def2-TZVPD basis) results for C3H6N2 in the gas phase.

```
! RIJCOSX wB97M-V def2-TZVPD def2/J DEFGRID3
* xyz 0 1
C -0.0442 -0.2354 0.0988
C 0.0472 0.9116 -0.7927
C -1.0128 1.6121 -1.2032
H 0.1163 -2.2313 1.5841
H 1.8230 -2.0964 1.7468
H -1.0910 -0.6300 0.2814
H 1.1275 1.1882 -0.9981
H -0.9013 2.4895 -1.8794
H -2.0409 1.2376 -1.0429
N 0.9295 -1.5638 1.5783
N 1.0467 -0.6821 0.6270
*
```

## Properties
- LUMO energy (eV) = 1.08
- HOMO (eV) = -8.17

Stability ranking, top and bottom: <Q> is the most stable and <P> is the least stable.

<P>
DFT (the ωB97M-V functional and the def2-TZVPD basis) results for C2H3NO3 in the gas phase.

```
! RIJCOSX wB97M-V def2-TZVPD def2/J DEFGRID3
* xyz 0 1
C 0.0278 0.1775 0.0001
C 1.3001 -0.5457 0.1628
H -2.2370 0.7975 0.0787
H -0.6738 -1.5053 0.4344
H 1.0298 -1.6050 0.3598
N -0.9112 -0.6395 0.0836
O -2.2320 -0.2596 -0.2225
O -0.1733 1.3913 0.1438
O 2.4418 -0.0069 -0.2258
*
```

## Properties
- LUMO energy (eV) = -0.98
- HOMO (eV) = -10.43

<Q>
DFT (the ωB97M-V functional and the def2-TZVPD basis) results for 2 unconnected molecules or ions with the total composition C2H3NO3.

```
! RIJCOSX wB97M-V def2-TZVPD def2/J DEFGRID3
* xyz 0 1
C -1.5075 -0.3941 0.1820
C 1.1865 0.7209 -0.2382
N -2.2608 0.4928 0.3634
O -0.9659 -1.4094 0.1608
O 1.6049 -0.0796 0.9306
O 1.5214 -0.7258 -0.3200
H 2.0011 1.3048 -0.7541
H 0.6088 -1.3286 -0.4513
H -2.1885 1.4191 0.1269
*
```

## Properties
- LUMO energy (eV) = 0.57
- HOMO (eV) = -8.26

<R>
DFT (the ωB97M-V functional and the def2-TZVPD basis) results for C2H3NO3 in the gas phase.

```
! RIJCOSX wB97M-V def2-TZVPD def2/J DEFGRID3
* xyz 0 1
C 0.8500 -0.1215 0.0350
C -0.4068 -1.0369 -0.1626
H -1.4306 0.7050 0.1310
H 1.1720 1.6848 -0.0250
H -0.1118 -2.2715 -0.2181
N 0.3395 1.1542 0.4066
O -0.8443 1.1391 -0.3754
O 1.9642 -0.4838 -0.0468
O -1.5322 -0.7694 0.2554
*
```

## Properties
- LUMO energy (eV) = -0.96
- HOMO (eV) = -10.13

<S>
DFT (the ωB97M-V functional and the def2-TZVPD basis) results for C2H3NO3 in the gas phase.

```
! RIJCOSX wB97M-V def2-TZVPD def2/J DEFGRID3
* xyz 0 1
C -0.1896 -0.2399 0.0084
C 1.2258 0.3858 -0.0460
H -2.9371 0.8091 0.1700
H -0.3760 -1.3385 -0.1298
H 2.0461 -1.4311 0.1489
N -1.0994 0.6521 0.0444
O -2.3298 0.0382 -0.1034
O 2.2516 -0.4525 -0.0404
O 1.4084 1.5769 -0.0520
*
```

## Properties
- LUMO energy (eV) = 0.28
- HOMO (eV) = -10.57

Stability ranking, top and bottom: <S> is the most stable and <Q> is the least stable.

<P>
DFT (the ωB97M-V functional and the def2-TZVPD basis) results for C2H3NO3 in the gas phase.

```
! RIJCOSX wB97M-V def2-TZVPD def2/J DEFGRID3
* xyz 0 1
C -0.4401 0.5446 0.0431
C 1.3550 0.0356 -0.0498
N -1.4967 -0.5483 -0.0434
O -0.7132 1.6775 0.2878
O -1.2010 -1.5968 0.4252
O -2.5516 -0.2060 -0.4924
H 1.7211 0.7025 0.5977
H 1.8565 0.3061 -1.0058
H 1.4700 -0.9152 0.2377
*
```

## Properties
- LUMO energy (eV) = -0.75
- HOMO (eV) = -10.73

<Q>
DFT (the ωB97M-V functional and the def2-TZVPD basis) results for C2H3NO3 in the gas phase.

```
! RIJCOSX wB97M-V def2-TZVPD def2/J DEFGRID3
* xyz 0 1
C 0.2452 0.3554 0.6945
C -0.5722 -0.9577 1.1186
N 0.5125 0.5189 -0.6433
O 0.7903 1.0665 1.4771
O -1.2672 -1.5447 0.0791
O -0.0259 -2.0773 0.4947
H -0.9098 -1.0634 2.1158
H 0.1868 -0.0552 -1.4233
H 1.1497 1.1901 -0.6801
*
```

## Properties
- LUMO energy (eV) = 0.85
- HOMO (eV) = -10.55

<R>
DFT (the ωB97M-V functional and the def2-TZVPD basis) results for 2 unconnected molecules or ions with the total composition C2H3NO3.

```
! RIJCOSX wB97M-V def2-TZVPD def2/J DEFGRID3
* xyz 0 1
C -2.4888 0.4214 -0.3123
C 0.2771 0.2540 -0.5702
N 0.0206 -0.4793 -1.6008
O -0.0843 1.5633 -0.3642
O 1.0952 -0.2164 0.2850
O -2.8059 -0.1750 0.5880
H -0.6081 1.9072 -1.0334
H 1.4766 -0.9777 -0.1366
H -0.8316 -0.1856 -2.2211
*
```

## Properties
- LUMO energy (eV) = 0.74
- HOMO (eV) = -9.95

Stability ranking, top and bottom: <R> is the most stable and <P> is the least stable.